[1]
# C13H23MoN5O2PS4

A molecular structure, C13H23MoN5O2PS4 (ωB97M-V with the def2-TZVPD basis set, the Open Molecules 2025 dataset).

The geometry in XYZ format:
```
49
Properties=species:S:1:pos:R:3:forces:R:3:lowdin_spin:R:1
Mo 0.098695 0.668766 1.254421 0.037 -0.026 0.516 0.88
C -4.433306 3.746512 -2.615873 -0.041 0.029 -0.069 0.00
C -3.645339 3.700684 -1.332564 0.008 -0.013 0.060 0.00
O -3.293017 2.316941 -1.060441 0.100 0.025 0.134 0.00
P -1.802981 1.930272 -0.707749 -0.337 -0.136 -0.085 0.01
S -1.686898 -0.028251 -0.405742 -0.065 -0.281 -0.219 0.01
S -1.044347 2.824699 0.896517 0.179 0.307 0.100 0.02
O -1.072141 2.407538 -2.024029 0.010 0.119 -0.308 0.00
C 0.354692 2.322764 -2.237656 0.028 0.050 0.165 0.00
C 0.626680 1.350454 -3.356465 0.061 -0.067 -0.055 0.00
H -4.734938 4.772009 -2.832838 0.013 0.009 0.024 0.00
H -5.331361 3.134582 -2.541893 0.007 -0.020 0.023 0.00
H -3.830023 3.381220 -3.446199 0.012 -0.003 0.004 0.00
H -4.224932 4.044862 -0.476689 -0.016 0.008 -0.025 0.00
H -2.739765 4.305341 -1.401966 -0.001 -0.011 -0.007 0.00
H 0.843912 2.018919 -1.308218 -0.023 -0.005 -0.044 0.00
H 0.684749 3.334758 -2.469667 0.006 -0.027 -0.054 0.00
H 0.246530 0.361198 -3.098540 -0.006 -0.001 0.021 0.00
H 1.701239 1.276885 -3.531135 0.006 0.018 0.013 0.00
H 0.150883 1.670546 -4.282751 -0.023 0.022 0.008 0.00
S 2.297852 1.591453 1.237281 -0.002 0.023 0.015 0.02
C 2.306133 1.621551 2.971862 -0.127 -0.018 -0.050 0.00
S 0.702604 1.087215 3.463283 0.071 -0.054 -0.201 -0.02
C 3.342624 1.927807 3.796614 0.101 0.030 0.064 0.03
C 4.616294 2.289756 3.253544 -0.100 -0.041 0.141 0.00
N 5.642163 2.569848 2.815245 0.026 0.014 -0.047 0.01
C 3.186139 1.865572 5.217850 0.029 -0.002 -0.161 0.00
N 3.040385 1.799017 6.356738 0.007 0.010 0.055 0.01
C 1.470970 -4.552598 -0.144050 -0.076 0.016 -0.073 0.00
N 1.136693 -3.162132 -0.435994 0.019 -0.062 0.063 0.00
C 2.053705 -2.524991 -1.366487 0.029 0.029 0.017 0.00
C 0.542312 -2.389831 0.523012 -0.056 0.221 0.013 0.00
N 1.014662 -1.199725 0.840971 0.023 -0.050 -0.150 0.02
N -0.566521 -2.863033 1.120672 0.009 -0.061 -0.018 0.00
C -1.038840 -2.312988 2.386603 0.067 -0.056 -0.024 0.01
C -1.479753 -3.784846 0.460675 0.062 0.060 -0.015 0.00
H 2.503766 -4.622384 0.210596 0.007 -0.020 -0.013 0.00
H 1.368040 -5.157790 -1.044605 -0.001 -0.001 -0.008 0.00
H 0.819054 -4.955963 0.621500 -0.048 0.005 0.060 0.00
H 2.114870 -3.134445 -2.267166 -0.008 -0.025 0.011 0.00
H 3.063759 -2.429956 -0.951592 0.009 0.026 -0.007 0.00
H 1.681239 -1.540348 -1.640766 -0.002 0.006 -0.002 0.00
H 1.972958 -1.073230 0.538830 0.052 -0.020 0.116 0.00
H -0.195539 -1.970414 2.981821 -0.012 0.028 -0.003 0.00
H -1.557735 -3.107649 2.922626 0.014 0.014 0.036 0.00
H -1.731866 -1.482113 2.233867 -0.032 -0.031 0.014 0.00
H -1.229213 -3.861018 -0.593641 -0.006 -0.026 -0.008 0.00
H -2.491851 -3.389951 0.555074 -0.013 -0.003 -0.040 0.00
H -1.453235 -4.777514 0.915114 0.003 -0.006 0.015 0.00
```
Positions in Å, forces in eV/Å.

Spin multiplicity: 2
Total charge: 0
Highest occupied orbital energy (spin up / spin down): -7.466 / -7.472 eV
HOMO-LUMO gap (spin up / spin down): 6.7 / 6.9 eV
E: -2935.8227 hartree
ΔE to the lowest compared entry with this formula, charge and spin: 0.0 kJ/mol


[2]
# C13H23N

C13H23N in the gas phase in a non-equilibrium geometry (ωB97M-V with the def2-TZVPD basis set, the Open Molecules 2025 dataset).

The geometry in XYZ format:
```
37
Properties=species:S:1:pos:R:3:forces:R:3:mulliken_charge:R:1
C -3.167990 -1.840477 -0.177585 2.987 -0.266 -0.827 -0.86
C -1.886860 -1.754805 -0.688716 -2.808 -1.702 1.532 -0.26
C -1.381315 -0.562726 -1.363182 0.383 0.760 0.040 -1.14
C -0.401874 0.325363 -0.534302 -0.038 -0.569 0.222 0.92
N 0.683694 -0.483679 0.111505 0.000 0.281 0.799 0.54
C 1.737354 -1.176510 -0.641555 -0.003 0.411 0.316 -0.57
C 2.558751 -1.873017 0.461191 -0.297 0.251 -0.256 -0.78
C 1.472331 -2.366062 1.400915 0.200 -0.559 0.267 -0.67
C 0.483731 -1.200455 1.430250 -0.701 -0.198 -0.982 -0.57
C 0.190348 1.352365 -1.539276 0.539 0.306 0.638 -1.34
C 0.912721 2.531448 -0.831712 -0.243 -0.036 -0.725 -0.69
C 0.040719 3.229325 0.219128 -0.264 -2.026 -1.159 -0.87
C -0.376438 2.180537 1.228244 -0.217 -0.195 0.668 -0.47
C -1.210918 1.086321 0.568303 1.040 0.143 -0.628 -1.48
H -3.477259 -2.765395 0.314883 -0.165 0.459 -0.150 0.29
H -3.809678 -0.973146 -0.241291 -0.275 -0.111 0.065 0.28
H -1.258179 -2.666110 -0.607620 -0.253 0.740 -0.052 0.23
H -2.241351 0.046826 -1.643016 0.047 0.181 -0.131 0.54
H -0.873639 -0.846515 -2.276041 0.196 -0.108 -0.385 0.45
H 1.318290 -1.893110 -1.366525 0.174 -0.155 0.062 0.30
H 2.412839 -0.508489 -1.194293 -0.394 0.142 0.022 0.26
H 3.162029 -1.140294 1.015138 0.044 -0.044 -0.423 0.29
H 3.200226 -2.647032 0.037902 0.017 -0.017 0.191 0.41
H 1.003334 -3.254219 0.934922 0.095 0.286 0.414 0.26
H 1.854611 -2.628473 2.421417 -0.414 0.128 -0.886 0.37
H 0.696671 -0.558335 2.285809 -0.104 0.260 -0.035 0.37
H -0.537788 -1.625782 1.539648 0.454 0.553 -0.024 0.24
H -0.614101 1.771235 -2.165682 0.069 -0.270 0.223 0.45
H 0.906760 0.851089 -2.223685 -0.467 0.180 0.328 0.41
H 1.220210 3.241275 -1.607094 0.055 -0.005 0.072 0.40
H 1.819759 2.157309 -0.367562 0.205 -0.084 0.191 0.30
H 0.576701 3.991551 0.698377 0.682 1.338 0.548 0.44
H -0.851692 3.611399 -0.281442 -0.027 0.325 0.103 0.33
H 0.527751 1.711813 1.679428 -0.568 0.471 -0.004 0.24
H -1.004056 2.679735 1.988022 0.417 -0.385 0.088 0.35
H -2.060804 1.586597 0.121313 -0.321 -0.003 -0.461 0.57
H -1.624887 0.410445 1.294185 -0.045 -0.484 0.339 0.50
```
Positions in Å, forces in eV/Å.

Total charge: 0
Highest occupied orbital energy: -7.764 eV
HOMO-LUMO gap: 8.7 eV
E: -563.8617 hartree
ΔE to the lowest compared entry with this formula, charge and spin: 0.0 kJ/mol
Structure (SMILES): C=CCC1(N2CCCC2)CCCCC1


[3]
# C13H24Cl10FINOP

6 unconnected molecules or ions with the total composition C13H24Cl10FINOP in a non-equilibrium geometry (ωB97M-V with the def2-TZVPD basis set, the Open Molecules 2025 dataset).

The geometry in XYZ format:
```
52
Properties=species:S:1:pos:R:3:forces:R:3:mulliken_charge:R:1
H -2.286569 -0.605459 -4.511608 0.214 0.165 -0.499 0.20
N -1.303506 -0.862610 -4.661737 -0.274 0.069 0.446 -0.62
C -0.935262 -1.460093 -3.596690 -0.155 -0.448 -0.336 0.53
C -1.926206 -1.603347 -2.431688 0.811 0.187 0.735 -0.93
C 0.520909 -1.958164 -3.549793 -0.949 0.688 0.225 -0.65
P 1.504526 -1.213424 -2.120639 1.080 -0.750 -0.301 -0.21
C 0.751069 -1.961534 -0.582241 -0.391 -0.408 0.165 -0.52
C 0.604441 -3.518279 -0.675044 -0.908 0.372 0.504 -0.68
C -0.272529 -4.011354 0.529852 0.676 -0.445 -1.295 -0.50
F 0.003291 -3.239354 1.651006 -0.342 -0.506 -0.057 -0.26
C 1.140068 0.630561 -2.268846 -0.637 -0.710 -0.224 -0.11
C 1.707891 1.504514 -1.134220 -1.056 -1.299 -1.008 0.03
O 2.232518 2.503213 -1.413400 1.157 1.985 -0.149 -0.46
I 1.559492 1.038653 0.963482 -0.187 -0.141 0.108 0.00
H -1.825690 -2.553228 -1.872272 -0.133 0.382 -0.445 0.10
H -2.975829 -1.428229 -2.721662 0.536 -0.258 -0.146 0.48
H -1.680469 -0.809012 -1.691294 -0.148 -0.417 -0.356 0.19
H 0.586244 -3.061969 -3.526418 -0.048 0.532 0.307 0.47
H 0.973200 -1.659345 -4.515975 -0.067 -0.008 0.623 0.29
H -0.223500 -1.539827 -0.275220 0.437 -0.080 -0.175 0.38
H 1.443070 -1.777021 0.256915 -0.290 0.100 -0.529 0.54
H 0.027246 -3.807996 -1.575491 0.582 -0.014 0.317 0.21
H 1.580206 -4.032539 -0.651974 -0.372 0.340 -0.198 0.41
H -0.026382 -5.076735 0.706621 -0.064 0.555 0.363 0.32
H -1.347919 -3.991436 0.261403 0.445 0.482 0.456 0.25
H 0.059658 0.830463 -2.451454 0.510 0.095 0.550 0.35
H 1.652923 0.978969 -3.209450 -0.319 -0.391 0.982 0.17
Cl -2.305548 1.631482 1.764805 0.005 -0.058 -0.004 -0.14
C -1.666339 2.961345 2.738038 0.165 0.049 0.068 -0.25
Cl -2.919744 4.150407 3.112582 0.104 -0.022 0.004 -0.11
H -1.275115 2.558559 3.667143 -0.116 -0.035 -0.036 0.26
H -0.872137 3.450842 2.182748 -0.103 -0.031 -0.057 0.24
Cl 3.455469 -0.602502 4.457033 0.051 0.093 0.058 -0.07
C 4.774391 -0.163807 3.366049 0.053 0.103 0.017 -0.41
Cl 4.702365 -1.099832 1.870420 0.135 -0.033 -0.077 -0.13
H 4.689735 0.891280 3.124150 -0.096 -0.078 -0.052 0.27
H 5.722673 -0.356851 3.857246 -0.085 -0.105 -0.016 0.34
Cl 1.499144 -1.909068 7.198712 0.000 -0.071 0.042 -0.15
C 0.434741 -2.465498 5.901290 -0.044 -0.128 -0.044 -0.36
Cl -0.032369 -1.139173 4.831919 -0.110 -0.037 -0.060 -0.08
H 0.956231 -3.217521 5.317486 0.058 0.131 -0.008 0.26
H -0.460793 -2.891784 6.341630 0.030 0.124 0.024 0.34
Cl -5.458184 9.270358 3.718923 0.050 0.038 0.051 -0.16
C -4.655649 7.757869 4.157181 0.100 -0.013 0.082 -0.23
Cl -5.350354 6.381111 3.294216 -0.031 0.020 0.048 -0.16
H -3.602771 7.833492 3.904662 -0.086 0.004 -0.096 0.25
H -4.770892 7.596270 5.224072 -0.104 0.007 -0.075 0.29
Cl 2.525225 0.862591 -6.168583 -0.041 0.030 0.089 -0.17
C 0.985914 0.466562 -6.953127 -0.208 0.023 0.080 0.32
Cl 1.211427 -0.694859 -8.266493 -0.055 0.003 -0.006 -0.17
H 0.312678 0.036127 -6.215281 0.070 -0.065 -0.036 -0.27
H 0.557011 1.377183 -7.358980 0.151 -0.028 -0.061 0.32
```
Positions in Å, forces in eV/Å.

Total charge: 0
Highest occupied orbital energy: -8.654 eV
HOMO-LUMO gap: 9.0 eV
E: -5980.5143 hartree
Structure (SMILES): [H]/N=C(\C)CP(CCCF)CC(=O)I.ClCCl.ClCCl.ClCCl.ClCCl.ClCCl


[4]
# C13H24Cl2GdN2O

A molecular structure, C13H24Cl2GdN2O in a non-equilibrium geometry (ωB97M-V with the def2-TZVPD basis set, the Open Molecules 2025 dataset).

The geometry in XYZ format:
```
43
Properties=species:S:1:pos:R:3:forces:R:3:lowdin_spin:R:1
Gd 0.265179 2.135361 -0.345091 -0.381 0.795 0.121 6.78
Cl 1.345359 2.037566 1.935587 0.721 0.147 1.544 -0.02
Cl -0.954434 0.962091 -2.258263 -0.777 -0.638 -1.071 -0.02
C -0.837748 4.070390 -0.145528 -0.678 1.576 0.274 0.28
H -1.672713 4.543335 -0.740271 0.721 -0.643 -0.038 0.02
H -0.382043 4.951573 0.395373 0.069 -0.877 -0.306 0.02
C 2.628729 -0.773952 -1.627778 -0.483 -1.853 -0.288 0.00
C 2.381061 0.498547 -1.517132 0.066 2.769 -0.688 -0.01
H 1.893650 -1.449436 -2.144500 0.887 0.786 0.298 0.00
C 3.280020 1.485140 -0.768811 0.540 0.187 0.455 -0.01
H 1.616465 0.956965 -2.182076 0.168 -0.657 0.707 -0.01
C 4.763604 1.056622 -0.800709 -0.518 0.107 -0.300 0.00
H 3.163220 2.518345 -1.149510 0.032 -0.418 -0.124 -0.01
H 3.038261 1.579591 0.320144 -0.223 -0.329 -0.861 0.00
C 4.840507 -0.409390 -0.378638 0.016 -0.274 0.260 0.00
H 5.186252 1.214590 -1.810052 -0.107 -0.121 0.337 0.00
H 5.328472 1.674003 -0.080576 -0.091 -0.225 -0.377 0.00
C 3.884992 -1.388679 -1.096574 -0.007 -0.133 -0.023 0.00
H 5.859289 -0.771121 -0.519607 0.112 -0.070 0.147 0.00
H 4.622362 -0.461344 0.697735 0.068 0.070 -0.198 0.00
H 4.376343 -1.835877 -1.978483 0.010 -0.065 0.358 0.00
H 3.619235 -2.203238 -0.405095 0.249 0.038 -0.233 0.00
C -0.872082 -2.759341 1.237865 0.392 -0.005 0.069 0.00
N -1.972863 -1.887587 0.891390 0.066 -0.341 0.017 0.00
C -3.211270 -2.541962 0.503637 0.178 -0.002 -0.209 0.00
C -4.407911 -1.659436 0.742427 -0.539 -0.149 0.350 0.00
C -4.155683 -0.255013 0.261208 0.206 0.079 -0.313 0.00
N -2.907433 0.239261 0.791753 0.011 -0.135 0.248 0.00
C -2.781035 1.667098 1.010929 0.433 0.333 -0.254 0.00
C -1.784388 -0.535710 0.828616 1.647 1.492 -0.585 0.00
O -0.629852 -0.002944 0.811701 -2.380 -1.509 0.667 -0.02
H -1.131328 -3.781919 0.942722 0.142 0.212 -0.083 0.00
H -0.701298 -2.768702 2.326707 0.027 0.075 -0.255 0.00
H 0.055390 -2.451077 0.744561 -0.184 -0.036 0.076 0.00
H -3.169981 -2.824462 -0.562094 0.067 0.024 0.148 0.00
H -3.297702 -3.467954 1.080462 -0.062 0.098 -0.052 0.00
H -4.650358 -1.647012 1.810696 0.057 0.049 -0.071 0.00
H -5.267003 -2.070382 0.210309 -0.070 -0.069 0.054 0.00
H -4.939922 0.427208 0.597053 -0.034 -0.171 -0.102 0.00
H -4.128642 -0.235230 -0.841097 -0.076 0.073 0.135 0.00
H -2.261873 2.214821 0.196753 -0.314 -0.180 0.466 0.00
H -3.787408 2.095597 1.059797 0.191 -0.071 0.134 0.00
H -2.243417 1.853663 1.954459 -0.150 0.060 -0.431 0.00
```
Positions in Å, forces in eV/Å.

Spin multiplicity: 8
Total charge: -1
Highest occupied orbital energy (spin up / spin down): -2.248 / -1.631 eV
HOMO-LUMO gap (spin up / spin down): 5.0 / 4.3 eV
E: -2380.5824 hartree


[5]
# C13H24Cl2MoO3

A molecular structure, C13H24Cl2MoO3 in a non-equilibrium geometry (ωB97M-V with the def2-TZVPD basis set, the Open Molecules 2025 dataset).

The geometry in XYZ format:
```
43
Properties=species:S:1:pos:R:3:forces:R:3:lowdin_spin:R:1
C -0.653685 1.212580 -2.418785 0.425 -1.036 -0.333 0.02
C -1.515806 0.152972 -1.970189 0.774 0.263 -0.378 0.03
C -0.712390 -0.997088 -1.700440 0.838 0.266 -0.993 0.06
C -3.009286 0.220866 -1.922325 -0.193 -0.030 0.109 0.01
C 0.663219 -0.655862 -1.936050 -1.359 0.571 -0.983 0.00
C 0.708548 0.700463 -2.421748 -1.064 -0.610 0.347 0.00
C 1.942489 1.421292 -2.841390 0.076 0.160 -0.026 0.00
C -1.113719 2.563273 -2.859712 0.134 0.037 0.034 0.01
C -1.208777 -2.368099 -1.407493 -0.062 -0.177 0.217 0.01
C 1.834430 -1.556209 -1.758260 -0.097 0.082 0.129 0.00
Mo 0.002197 0.890115 -0.207212 -2.438 -0.729 -0.212 1.44
Cl -1.704065 -0.349204 1.189631 -0.965 -0.833 0.564 0.05
Cl -1.431770 2.690812 0.639144 -0.631 0.798 -0.021 0.03
O 1.111892 -0.104025 0.722039 2.027 -0.530 1.002 0.22
H -3.332202 1.203036 -1.547207 0.012 -0.311 0.013 0.00
H -3.415257 -0.558645 -1.260424 0.149 0.355 -0.085 0.00
H -3.452096 0.073104 -2.923689 0.116 0.055 0.137 0.00
H -2.100032 -2.329939 -0.779638 0.076 -0.026 0.099 0.00
H -0.444864 -2.947128 -0.877319 -0.163 0.040 0.016 0.00
H -1.465737 -2.917093 -2.329460 0.082 0.104 0.072 0.00
H 1.630939 -2.255517 -0.946875 0.198 0.100 0.115 0.00
H 2.717939 -0.963386 -1.513668 -0.018 -0.190 0.136 0.00
H 2.038420 -2.135218 -2.661778 0.034 -0.055 -0.166 0.00
H 2.802306 1.029702 -2.285869 -0.094 0.233 -0.101 0.00
H 1.850364 2.490005 -2.628241 0.098 -0.195 0.094 0.00
H 2.136374 1.300398 -3.912258 -0.006 -0.108 -0.117 0.00
H -2.033629 2.840508 -2.336403 0.186 0.056 0.002 0.00
H -1.319729 2.576017 -3.937265 0.034 0.079 -0.076 0.00
H -0.347335 3.309836 -2.627785 -0.166 0.003 -0.010 0.00
H 1.024983 0.237724 2.307339 -0.148 -0.003 -0.343 0.00
O 1.164213 2.416189 -0.419084 2.283 2.099 0.738 0.09
H 1.541034 2.811014 0.395056 -0.434 -0.473 -0.646 0.02
C 1.731010 -1.054330 4.945336 0.464 0.294 0.106 0.00
C 0.653392 -0.873149 3.882171 0.435 0.146 0.114 0.00
C -0.740275 -0.921488 4.478453 -0.343 0.410 -0.313 0.00
O 0.912075 0.385371 3.282914 -0.087 -0.529 0.559 0.00
H 1.705713 -0.181843 5.608398 -0.107 -0.081 0.066 0.00
H 2.716793 -1.025185 4.468123 -0.083 -0.139 0.008 0.00
H 1.653014 -1.958346 5.554377 -0.147 -0.127 -0.055 0.00
H 0.734706 -1.682811 3.146991 0.049 0.136 -0.160 0.00
H -0.898297 -0.007337 5.053300 0.014 0.000 0.259 0.00
H -1.453163 -0.881826 3.650506 -0.010 -0.125 0.139 0.00
H -0.923955 -1.801540 5.106792 0.113 0.022 -0.054 0.00
```
Positions in Å, forces in eV/Å.

Spin multiplicity: 3
Total charge: -2
Highest occupied orbital energy (spin up / spin down): 1.600 / -1.111 eV
HOMO-LUMO gap (spin up / spin down): 4.1 / 6.8 eV
E: -1724.1254 hartree


- The lowest total charge belongs to which entry?
  C13H24Cl2MoO3